# 1
58
Properties=species:S:1:pos:R:3:forces:R:3:mulliken_spin:R:1 method="wB97M-V/def2-TZVPD" total_charge=+2 spin_multiplicity=5 gap_ev="7.51 / 5.86" total_energy_ha=-6755.62466 homo_energy_ev="-14.16 / -14.53"
Ru 0.660659 0.347938 -0.437797 -0.379 -0.076 0.262 1.953
C -0.987721 0.669923 2.633796 0.003 0.019 -0.037 0.023
C 0.380887 0.081742 2.708193 0.079 -0.044 -0.092 0.009
C 0.903281 -0.292790 3.959194 -0.036 -0.018 0.033 0.006
C 2.150676 -0.839093 4.072015 0.021 0.001 0.083 0.039
C 2.938746 -0.984799 2.917932 0.134 -0.082 0.013 -0.007
C 4.283257 -1.502762 2.892957 -0.036 0.039 -0.075 0.227
Br 5.084498 -2.067563 4.455703 0.053 -0.057 0.148 0.083
C 5.012575 -1.583059 1.713026 -0.112 0.040 0.047 -0.067
C 4.471399 -1.140279 0.522130 -0.080 0.019 0.096 0.140
Br 5.447615 -1.196826 -1.042294 0.048 0.014 -0.154 0.052
C 3.145199 -0.604279 0.489501 -0.026 -0.056 0.036 0.150
O 2.627532 -0.134197 -0.564832 0.257 0.152 -0.191 0.231
C 2.376435 -0.576259 1.716032 -0.008 -0.001 -0.116 0.135
N 1.107808 -0.088969 1.596726 -0.001 -0.044 0.147 -0.039
H -1.722185 -0.118958 2.460849 -0.025 -0.027 0.001 -0.001
H -1.075006 1.394845 1.828723 0.015 -0.002 -0.024 -0.002
H -1.235927 1.147456 3.579375 -0.004 0.005 -0.012 0.000
H 0.292401 -0.142192 4.838449 0.000 0.006 -0.010 0.002
H 2.539290 -1.132463 5.037982 -0.010 -0.005 -0.006 0.007
H 6.018416 -1.978829 1.729096 0.000 -0.003 0.016 0.003
C 3.046108 2.766361 -0.960665 -0.078 0.012 0.010 0.023
C 1.872874 2.787486 -1.865313 0.071 -0.034 0.040 0.372
C 1.606022 3.804584 -2.837093 0.107 0.027 0.022 0.081
C 0.463800 3.451086 -3.475193 -0.114 -0.032 -0.055 0.109
C 0.027334 2.219734 -2.889829 -0.008 -0.125 -0.082 0.358
C -1.123672 1.411128 -3.346710 0.022 0.016 0.010 0.035
N 0.892757 1.834605 -1.905203 -0.142 0.024 0.005 -0.033
H 3.612920 3.687461 -1.067444 -0.004 0.010 0.009 0.002
H 3.697290 1.924796 -1.203630 0.005 0.018 -0.020 0.038
H 2.742980 2.662371 0.084149 -0.012 -0.021 -0.009 0.029
H 2.224354 4.671984 -3.004381 0.006 -0.018 0.009 0.001
H -0.041662 3.963864 -4.277697 -0.003 -0.010 0.007 0.003
H -1.769586 2.001733 -3.991933 0.003 0.001 -0.011 0.002
H -1.693941 1.024827 -2.504498 0.039 0.051 -0.020 0.018
H -0.758091 0.559114 -3.930151 0.005 -0.007 -0.003 0.043
C -4.279605 1.659730 0.098639 -0.017 0.024 -0.023 0.001
C -4.763431 0.228878 -0.106013 -0.009 0.008 -0.006 0.000
C -3.858029 -0.654820 -0.954812 -0.054 0.043 -0.015 0.000
S -2.260438 -0.991025 -0.225301 0.091 0.027 0.380 -0.007
O -1.439203 0.309338 -0.437202 0.169 0.106 -0.244 -0.067
C -1.651879 -2.204785 -1.421226 0.027 0.040 -0.112 0.042
C -1.540424 -3.599879 -0.817483 -0.019 -0.016 0.006 -0.012
C -0.593165 -3.664665 0.376049 0.044 0.039 0.002 0.018
H -5.004240 2.209058 0.697437 -0.002 0.011 -0.019 0.000
H -4.175097 2.182449 -0.854458 0.025 -0.023 0.015 0.000
H -3.318801 1.706245 0.612446 -0.027 -0.025 -0.004 -0.001
H -5.725714 0.242094 -0.621785 -0.025 0.002 0.053 0.000
H -4.940951 -0.259966 0.854618 0.017 -0.002 0.005 0.000
H -3.667761 -0.251969 -1.953200 -0.040 0.016 0.012 -0.001
H -4.284085 -1.658564 -1.053842 -0.034 0.021 -0.061 0.000
H -0.668797 -1.833604 -1.720510 0.055 0.035 0.007 -0.003
H -2.308289 -2.163838 -2.290317 0.047 -0.062 -0.052 0.002
H -1.181795 -4.256436 -1.611718 -0.026 -0.003 -0.014 0.000
H -2.531622 -3.969327 -0.545129 0.012 -0.016 0.025 0.000
H 0.353848 -3.161718 0.148054 -0.006 -0.031 -0.012 0.004
H -0.359013 -4.697236 0.627938 -0.023 -0.002 0.012 0.001
H -1.020820 -3.199667 1.266639 0.006 0.014 -0.028 -0.002

=====

# 2
53
Properties=species:S:1:pos:R:3:forces:R:3:mulliken_charge:R:1 method="wB97M-V/def2-TZVPD" total_charge=+1 gap_ev=9.88 total_energy_ha=-1713.35697 homo_energy_ev=-13.67
C 5.563559 1.691211 -0.256996 0.093 -0.069 -0.030 -1.034
C 4.636902 0.845313 -1.117688 0.358 -0.050 -0.236 -0.207
O 3.292660 1.333218 -1.193488 -0.139 0.061 -0.025 -0.381
C 2.620433 1.363933 0.042841 0.306 -0.012 -0.147 -1.003
C 1.251013 0.868300 -0.254694 -0.196 -0.695 0.082 0.435
N 0.765688 -0.224954 0.223271 0.168 0.494 -0.061 0.085
C -0.622179 -0.469076 -0.266263 0.676 -0.188 0.308 -1.106
C -1.028026 1.002456 -0.378142 0.207 -0.073 -0.232 -0.186
S -2.621757 1.156441 -1.139677 -0.474 -0.879 0.061 1.285
O -2.567724 0.672206 -2.485262 0.287 0.387 0.051 -0.671
O -3.529278 0.587508 -0.190587 -0.154 0.221 -0.158 -0.554
C -2.958969 2.996001 -1.181260 0.154 -0.337 -0.123 0.737
F -3.584385 3.351557 -0.084136 -0.203 0.133 0.389 -0.195
F -1.807772 3.659170 -1.260020 0.298 0.159 -0.046 -0.234
F -3.690298 3.251498 -2.234460 -0.266 0.119 -0.287 -0.211
C 0.223858 1.553311 -1.102678 -0.345 0.049 0.973 -0.576
H 5.045987 2.206423 0.550190 -0.076 -0.027 0.060 0.306
H 6.077208 2.437203 -0.857177 -0.052 0.135 0.025 0.307
H 6.319173 1.055713 0.200489 0.068 0.004 0.017 0.339
H 4.990573 0.863342 -2.146170 -0.111 -0.021 -0.069 0.349
H 4.640616 -0.204351 -0.812395 -0.219 0.009 0.237 0.195
H 3.097618 0.732795 0.795866 -0.004 -0.067 0.026 0.503
H 2.553656 2.387412 0.427505 -0.031 -0.006 0.103 0.428
H 1.289942 -0.826811 0.859669 0.030 -0.309 -0.262 0.421
H -0.502332 -0.934288 -1.245491 -0.330 -0.095 -0.073 0.379
H -1.172041 -1.111722 0.411581 -0.152 0.225 0.148 0.445
H -1.111170 1.357500 0.650711 -0.189 0.303 -0.049 0.253
H 0.350391 2.627669 -1.043734 -0.040 0.069 -0.367 0.455
H 0.215636 1.156847 -2.118953 0.284 0.255 -0.200 0.396
C -5.841037 -0.525317 4.227822 0.034 0.036 0.009 -1.166
C -5.388971 0.928405 4.157661 -0.091 -0.160 0.055 -0.543
C -4.600194 1.242284 2.880448 -0.176 0.119 0.184 -0.263
C -3.331817 0.521204 2.821453 0.128 -0.038 -0.155 0.320
N -2.329427 -0.037347 2.759412 0.088 0.078 -0.088 -0.529
H -4.988674 -1.205303 4.266963 0.008 -0.004 -0.021 0.347
H -6.441790 -0.695613 5.119889 -0.001 -0.015 0.004 0.349
H -6.447483 -0.789745 3.359984 -0.003 -0.004 -0.004 0.305
H -4.782973 1.170995 5.031776 0.025 0.048 -0.017 0.322
H -6.259536 1.584619 4.184014 0.024 0.043 -0.041 0.323
H -4.387349 2.311161 2.820908 0.077 -0.013 -0.018 0.330
H -5.183673 0.983442 1.995544 0.060 -0.068 -0.037 0.265
C 2.003756 -2.738618 -3.253193 0.037 -0.004 0.040 -0.808
C 3.189215 -3.583874 -2.801230 -0.129 0.109 -0.098 -0.438
C 2.968740 -4.231079 -1.428099 0.143 -0.091 -0.196 -0.525
C 2.866721 -3.231315 -0.369861 0.015 -0.106 0.133 0.356
N 2.799750 -2.442337 0.461625 -0.199 0.274 -0.056 -0.523
H 1.846396 -1.890344 -2.580212 0.000 -0.007 0.007 -0.029
H 2.174442 -2.339090 -4.251406 -0.009 0.018 -0.004 0.370
H 1.086567 -3.329558 -3.282123 -0.006 0.002 0.000 0.351
H 4.092010 -2.971789 -2.777441 0.041 -0.042 0.031 0.290
H 3.366565 -4.380594 -3.523066 0.011 -0.042 0.031 0.320
H 3.792035 -4.904061 -1.185073 0.012 0.037 0.081 0.315
H 2.057746 -4.831964 -1.428664 -0.040 0.035 0.044 0.302

=====

# 3
18
Properties=species:S:1:pos:R:3:forces:R:3:mulliken_spin:R:1 method="wB97M-V/def2-TZVPD" total_charge=-1 spin_multiplicity=2 gap_ev="2.27 / 9.80" total_energy_ha=-384.27488 de_lowest_kj_mol=97.7 homo_energy_ev="0.47 / -7.09"
C -3.533834 0.531361 0.356798 1.019 -1.378 0.051 -0.133
C -2.476408 -0.268869 0.139855 -1.663 0.834 -0.489 0.863
H -4.079016 0.371442 1.279014 -0.632 0.232 -0.337 -0.009
H -3.852691 1.134359 -0.476379 -0.120 0.934 0.479 -0.011
H -2.432082 -1.202856 0.683217 1.056 0.194 0.305 -0.345
H -1.912796 -0.027485 -0.752053 0.317 -0.795 -0.010 -0.052
H 0.314677 -1.260902 -3.070278 -0.051 -0.230 0.078 -0.043
H 0.285273 -0.419955 -1.835688 0.027 -0.134 -0.074 0.092
O 0.443704 -0.349530 -2.786112 0.055 0.370 -0.014 0.119
H 2.256836 -1.122607 -0.265668 -0.156 -0.153 0.057 -0.059
H 3.522104 -0.516274 -0.812816 0.047 0.039 -0.151 -0.026
O 3.001067 -0.564482 -0.008826 0.005 0.005 0.089 0.338
H 3.437568 3.891450 4.231833 0.020 0.286 0.284 -0.002
H 2.655808 4.547003 3.156628 0.030 0.433 0.425 -0.003
O 3.025612 4.745909 4.036541 -0.058 -0.738 -0.723 0.008
H -0.712280 -2.974228 -0.721202 0.006 0.083 0.152 -0.006
H -0.055139 -3.609317 -1.908493 0.198 -0.046 -0.083 -0.264
O 0.111602 -2.905012 -1.246378 -0.101 0.063 -0.039 0.533

=====

# 4
12
Properties=species:S:1:pos:R:3:forces:R:3:mulliken_spin:R:1 method="wB97M-V/def2-TZVPD" total_charge=+1 spin_multiplicity=3 gap_ev="8.13 / 3.85" total_energy_ha=-524.66451 de_lowest_kj_mol=61.4 homo_energy_ev="-12.23 / -13.15"
C 1.261091 -0.846658 0.211311 -1.746 1.103 -0.385 -0.006
C -0.274346 1.027461 0.177809 -1.295 1.441 -0.950 0.069
C -1.320221 0.331608 -0.650892 1.060 -0.316 0.563 0.726
N 0.320356 -1.624438 -0.046864 -2.192 1.237 -0.260 0.083
N 1.066495 0.502255 0.165727 -1.310 -0.690 -0.509 0.018
I -3.112682 -0.122606 0.057345 -0.835 -0.417 0.488 1.043
H 2.205622 -1.134200 0.461618 2.814 -0.765 0.821 0.012
H -0.453371 1.975422 -0.390566 1.491 0.086 0.573 0.047
H -0.676864 1.281900 1.160643 0.280 -0.372 0.303 -0.002
H -1.204095 0.070176 -1.667232 0.211 -0.262 -0.932 0.007
H 0.338808 -2.546912 0.253892 0.808 -2.032 0.170 0.003
H 1.849203 1.085991 0.267213 0.713 0.986 0.120 0.000

=====

# 5
11
Properties=species:S:1:pos:R:3:forces:R:3:mulliken_charge:R:1 method="wB97M-V/def2-TZVPD" gap_ev=7.73 total_energy_ha=-1059.62354 de_lowest_kj_mol=314.3 homo_energy_ev=-8.69
O -2.277271 -0.083526 -0.226827 0.337 -0.339 0.246 -0.352
N -1.134906 -0.838624 0.118683 0.719 0.948 -0.094 -0.465
C -0.074835 -0.087107 0.179399 -0.561 1.007 0.279 0.476
C -0.156101 1.407154 -0.067821 -1.520 -0.686 -1.592 -0.160
S 0.933393 2.568432 0.110473 -0.038 -0.382 0.321 -0.200
N 1.104139 -0.628277 0.660738 0.212 -0.833 0.808 -0.274
S 2.601704 -0.533454 -0.188662 -1.447 -0.754 -0.522 -0.123
H -3.003018 -0.685590 -0.050127 -0.022 -0.237 -0.023 0.341
H -1.155009 1.606368 -0.564237 1.337 0.186 0.775 0.310
H 0.942494 -1.417229 1.313795 0.474 0.597 -1.016 0.295
H 2.219406 -1.308142 -1.285409 0.509 0.494 0.816 0.150

=====

# 6
25
Properties=species:S:1:pos:R:3:forces:R:3:mulliken_charge:R:1 method="wB97M-V/def2-TZVPD" gap_ev=8.11 total_energy_ha=-385.69395 de_lowest_kj_mol=385.0 homo_energy_ev=-7.22 smiles="CC(C)=C(C)[C@@H](C)NN"
C -0.412136 0.044501 2.507718 -0.065 -0.218 -0.127 -1.689
C -0.063849 0.362660 1.069860 -1.868 0.960 -0.698 1.245
C 1.078022 1.344141 0.994870 0.318 -0.426 -0.403 -1.346
C -0.904402 0.031466 0.032527 0.748 -0.267 2.283 0.295
C -2.189116 -0.736511 0.315707 0.047 0.260 0.130 -1.609
C -0.488227 -0.058097 -1.379853 3.521 -1.396 -0.425 0.177
C 0.064767 1.105563 -2.178026 0.069 0.065 -0.188 -1.527
N 0.769443 -1.301314 -1.236358 -2.995 -0.471 -0.814 -0.223
N 2.165189 -1.318804 -1.256868 0.540 1.473 -0.276 -0.554
H -1.007137 0.848065 2.957005 0.051 -0.050 0.006 0.325
H -0.966212 -0.889708 2.615832 -0.005 0.095 -0.035 0.422
H 0.502654 -0.055598 3.100596 -0.061 0.083 -0.070 0.416
H 2.011417 0.877310 1.322946 0.022 0.085 0.139 0.321
H 1.253013 1.751786 0.005498 -0.064 -0.044 -0.015 0.153
H 0.873456 2.192807 1.659003 0.016 -0.199 0.018 0.380
H -2.693260 -0.395680 1.223000 0.112 -0.026 -0.072 0.395
H -2.896559 -0.606383 -0.508008 0.090 -0.050 0.041 0.446
H -2.000735 -1.809308 0.427266 -0.042 -0.033 -0.067 0.297
H -1.285213 -0.515750 -1.971602 0.407 -0.350 0.129 0.426
H 1.073173 1.384416 -1.877082 -0.092 -0.010 0.010 0.349
H 0.119271 0.832528 -3.236956 -0.007 -0.039 0.192 0.362
H -0.588703 1.982911 -2.102047 0.086 -0.139 0.110 0.361
H 0.345651 -2.003944 -0.631914 0.310 0.569 0.167 0.208
H 2.601560 -2.234734 -1.352829 -0.788 0.239 -0.374 0.233
H 2.637934 -0.832321 -0.500286 -0.351 -0.110 0.338 0.136

=====

# 7
33
Properties=species:S:1:pos:R:3:forces:R:3:mulliken_charge:R:1 method="wB97M-V/def2-TZVPD" gap_ev=9.04 total_energy_ha=-837.64322 de_lowest_kj_mol=389.9 homo_energy_ev=-9.07 smiles="NCC(=O)NCO.O.O.O.O.O.O"
N -0.492548 -0.333969 -1.816641 4.103 -0.104 2.966 -0.583
C 0.200584 0.808122 -1.092046 -1.583 -0.359 -1.020 -0.616
C 0.440029 0.478836 0.395544 -3.273 -3.664 -2.075 0.659
O 0.264121 -0.765663 0.674355 1.308 3.434 0.038 -0.689
N 0.414905 1.472713 1.248214 2.054 1.333 5.271 -0.198
C 0.820097 2.907965 0.970927 -0.361 -2.608 0.447 -0.648
O 2.073036 2.920635 0.423031 3.141 0.277 0.792 -0.508
H -1.142092 0.013142 -2.411359 -2.618 0.811 -1.729 0.192
H -0.770287 -1.076011 -1.170243 -0.513 0.834 -0.293 0.230
H -0.271023 1.788778 -1.391794 -0.452 -0.983 1.422 0.308
H 1.117343 1.063560 -1.545293 1.883 -0.573 -0.494 0.402
H 0.699203 1.269784 2.325885 -1.191 -0.153 -3.534 0.358
H 0.210886 3.232911 0.142020 -0.728 0.841 0.581 0.467
H 0.800221 3.316327 1.999536 -0.522 0.649 -0.976 0.334
H 2.804167 2.775147 1.105314 -1.599 0.238 -1.339 0.311
O 0.949122 -3.654472 -1.646751 -0.826 2.061 0.481 -0.683
H 1.702506 -3.513763 -1.077671 0.865 -0.599 0.281 0.328
H 0.602047 -2.719764 -1.552515 -0.002 -1.286 -0.760 0.365
O -2.266913 -2.019683 0.430335 -0.992 -5.014 -5.804 -0.619
H -1.498102 -2.610510 0.492780 -0.375 1.080 0.866 0.273
H -2.242410 -1.411857 1.045955 0.696 4.658 4.857 0.222
O -3.549283 0.671469 -0.174739 1.155 0.481 1.001 -0.582
H -4.082582 0.368961 0.574147 -0.334 0.022 -1.045 0.299
H -3.972457 0.695412 -1.025121 -0.849 -0.371 0.074 0.284
O 0.618096 3.855247 -1.914960 -1.462 1.812 1.315 -0.615
H 0.413534 3.379520 -2.675096 -0.694 -1.125 -2.200 0.303
H 1.495009 3.629921 -1.728125 2.277 -0.424 0.664 0.311
O -0.423430 -3.654545 1.353820 -2.892 -1.927 -1.721 -0.689
H -0.926051 -4.069728 0.545832 1.788 0.489 2.340 0.426
H 0.406306 -3.409652 1.001005 1.732 0.339 -0.521 0.327
O 2.139510 -2.031929 1.980594 -1.185 0.241 -3.104 -0.650
H 1.322350 -1.528888 1.636368 1.308 -0.717 0.361 0.407
H 2.144107 -1.848012 2.876693 0.140 0.308 2.859 0.272

=====

# 8
14
Properties=species:S:1:pos:R:3:forces:R:3:mulliken_spin:R:1 method="wB97M-V/def2-TZVPD" total_charge=+1 spin_multiplicity=3 gap_ev="4.13 / 8.60" total_energy_ha=-282.92065 de_lowest_kj_mol=134.9 homo_energy_ev="-8.33 / -14.32"
C -2.441194 -0.182327 0.529420 0.239 -2.130 3.222 0.585
C -2.256265 0.401305 -0.603090 0.127 -0.152 -4.837 0.572
C 1.850744 -0.419454 0.600805 -3.381 -0.752 1.256 0.015
N 2.562101 -0.772518 -0.433124 -0.056 2.257 -0.589 0.000
N 0.749118 0.365485 0.620025 4.171 -1.288 -2.122 0.040
N -1.868345 1.052349 -1.581049 0.467 1.453 1.798 0.627
H -2.532042 -1.292673 0.644992 -0.677 0.944 0.242 0.074
H -2.323762 0.465759 1.383031 0.233 -0.199 1.626 0.097
H 1.892028 -1.030776 1.455874 0.810 -0.564 1.227 -0.001
H 3.414146 -1.318348 -0.340769 -0.292 0.109 0.002 0.000
H 2.486196 -0.076137 -1.183795 0.548 -0.943 -0.313 0.000
H 0.722582 0.892121 -0.230286 -1.428 0.991 -0.118 -0.005
H 0.187649 0.507440 1.425183 -0.409 0.253 0.595 -0.020
H -2.442955 1.407773 -2.287215 -0.353 0.022 -1.989 0.017